1.
Computed, not measured: a cluster of 10 separate species, C30H85O35P5S5 in total, with ωB97M-V/def2-TZVPD.

* SMILES string: CCOS(C)(=O)=O.CCOS(C)(=O)=O.CCOS(C)(=O)=O.CCOS(C)(=O)=O.CCOS(C)(=O)=O.COP(=O)(OC)OC.COP(=O)(OC)OC.COP(=O)(OC)OC.COP(=O)(OC)OC.COP(=O)(OC)OC
* highest occupied orbital energy: -9.4374 eV

The geometry in ORCA input format:
```
! RIJCOSX wB97M-V def2-TZVPD def2/J DEFGRID3
* xyz 0 1
S -3.978 -2.662 0.870
S -1.202 1.954 5.235
S 3.311 4.453 -0.223
S -0.579 3.150 -4.849
S 2.728 4.790 -5.105
P 4.294 -2.734 -0.871
P -0.849 -5.146 -1.908
P -0.578 0.813 -0.130
P -4.450 3.801 -2.125
P 1.606 -3.117 4.383
O -1.680 2.950 4.306
O 2.416 3.852 0.979
O -1.883 2.733 -5.317
O -2.141 -4.590 -2.334
O 0.870 1.248 -0.645
O -1.286 2.234 0.060
O 0.283 -2.826 4.954
O 0.201 -5.275 -3.117
O -0.853 -6.621 -1.337
O 1.653 -4.076 3.081
O 0.163 4.174 -5.543
O -0.113 -4.344 -0.760
O 3.638 3.375 -1.138
O 4.673 -1.500 0.079
O -3.516 4.941 -2.146
O 0.325 1.794 -4.794
O -6.012 4.146 -2.053
O -4.227 2.793 -0.899
O -4.159 -1.265 1.721
O 2.795 3.196 -5.373
O -5.131 -3.491 1.026
O 3.416 -2.336 -1.972
O 1.812 5.062 -4.021
O 0.073 1.328 4.967
O -4.387 2.918 -3.429
O -2.665 -3.136 1.228
O -2.334 0.810 5.312
O 4.356 5.267 0.355
O 3.698 -3.854 0.101
O 2.560 5.403 -6.387
O 5.735 -3.343 -1.258
O 2.507 -1.881 3.984
O -0.267 0.282 1.358
O -1.272 -0.130 -1.020
O 2.518 -3.912 5.464
C 2.402 0.883 -4.937
C 0.512 -4.857 2.730
C 5.929 -4.648 -1.768
C -2.103 -0.300 6.214
C -0.688 3.616 -3.100
C 5.475 -0.453 -0.488
C 2.060 2.522 2.911
C 1.465 -5.878 -2.939
C -1.390 -0.111 2.153
C -6.495 5.022 -1.052
C -1.545 -6.927 -0.104
C -0.638 3.325 0.743
C -5.065 3.338 -4.611
C -5.448 0.400 2.839
C 4.409 5.045 -4.547
C -3.964 -2.001 -0.793
C 3.105 3.118 1.985
C -0.040 -2.921 -0.737
C -0.332 0.628 -4.270
C -4.760 1.482 -0.802
C 2.454 2.277 -4.337
C -2.598 -1.546 5.513
C 0.658 -0.505 -4.257
C 2.052 5.534 -0.921
C 2.100 -1.031 2.895
C -5.501 -0.799 1.894
C -1.183 2.533 6.938
C 4.469 -4.272 1.246
C 1.893 -4.980 6.142
C 2.000 0.370 -0.596
H 1.712 -0.620 -0.240
H -0.794 -7.452 0.488
H 3.771 3.771 2.554
H 2.533 1.972 3.722
H -0.652 0.837 -3.246
H 1.449 1.813 2.349
H 5.079 -5.003 -2.351
H 4.570 4.571 -3.582
H -0.428 -4.332 2.908
H -2.693 -0.154 7.122
H 4.737 -5.316 1.068
H 0.465 -5.876 3.112
H 3.707 2.291 1.595
H 1.392 3.284 3.311
H -5.573 1.276 -1.506
H -6.985 5.890 -1.498
H -6.441 0.845 2.737
H -5.328 1.458 0.136
H 2.602 6.200 -1.581
H -2.143 2.943 7.238
H -1.043 -0.383 6.456
H 1.929 -4.791 7.214
H 4.865 0.388 -0.822
H 1.347 4.887 -1.432
H 1.144 -0.573 -5.234
H 2.646 0.795 0.174
H 2.301 -5.961 5.892
H -0.791 1.761 7.595
H -3.923 -2.857 -1.472
H 1.384 -1.540 2.254
H 1.396 -6.692 -2.214
H -2.473 -7.452 -0.296
H -6.023 2.830 -4.729
H 1.773 -6.369 -3.866
H -4.405 3.074 -5.435
H 6.201 -0.129 0.249
H 5.367 -3.675 1.383
H 0.991 -2.584 -0.823
H 0.310 3.976 -2.856
H 1.459 -0.256 -3.559
H -1.318 3.567 1.560
H -3.006 -1.523 -1.009
H -0.448 3.340 6.929
H -3.943 0.766 -0.816
H 1.555 0.719 -5.599
H -5.184 0.130 3.860
H -0.684 -2.502 -1.508
H -0.449 -2.609 0.225
H 6.217 -5.383 -1.016
H -4.815 -1.350 -0.964
H 3.131 2.376 -3.486
H -5.931 -0.499 0.936
H 0.824 -5.104 5.932
H 1.468 2.471 -3.901
H 3.007 -0.718 2.380
H -6.159 -1.518 2.381
H 3.305 0.634 -5.500
H -2.273 -1.578 4.475
H -5.297 4.397 -4.733
H -1.635 -1.172 2.108
H 0.354 3.100 1.120
H -1.349 4.482 -3.117
H 3.802 -4.280 2.105
H 6.780 -4.599 -2.450
H -2.134 -2.414 5.985
H -0.608 4.132 0.010
H 0.552 -4.911 1.637
H 4.609 6.116 -4.541
H -2.303 0.435 1.890
H 1.649 6.120 -0.100
H -1.189 0.207 3.171
H -7.209 4.542 -0.384
H 2.263 -5.178 -2.699
H -1.225 0.393 -4.850
H 5.970 -0.756 -1.414
H -3.684 -1.623 5.507
H -4.732 1.195 2.618
H 5.078 4.655 -5.312
H 1.660 -0.152 3.362
H -5.717 5.474 -0.431
H 0.257 -1.483 -4.003
H -1.111 2.757 -2.592
H 2.478 0.236 -1.560
H 2.369 0.156 -4.124
H -1.661 -5.993 0.454
*
```

Results of the Löwdin charge analysis, in e, for atoms 1 through 5: 0.626 0.595 0.627 0.689 0.624

***

2.
Computed, not measured: a structure of composition C30H87N3O21, with ωB97M-V/def2-TZVPD.

* highest occupied orbital energy: -8.3497 eV

The geometry in ORCA input format:
```
! RIJCOSX wB97M-V def2-TZVPD def2/J DEFGRID3
* xyz 0 1
O 3.549 -15.041 8.403
O 3.990 -21.403 8.471
O 3.292 -21.213 5.693
O 8.664 -20.992 10.190
O 0.668 -23.494 14.254
O -1.391 -12.213 12.731
O 2.225 -18.481 9.211
O -0.771 -20.565 11.232
O 0.517 -17.613 6.883
O 0.537 -14.961 8.393
O 6.358 -18.563 12.879
O 1.821 -14.619 13.469
O -2.871 -23.405 10.373
O 2.851 -12.325 15.047
O 5.531 -19.645 11.411
O 2.103 -24.253 9.741
O 1.096 -17.645 12.592
O 0.158 -18.622 17.448
O 4.348 -16.275 14.904
O 2.091 -18.509 4.553
O 4.851 -17.584 9.275
N 1.684 -16.970 15.709
N 1.484 -19.960 14.482
N -0.438 -14.591 11.606
C -1.702 -14.590 12.405
C -1.127 -18.222 17.860
C 0.660 -21.162 14.713
C -2.576 -22.014 10.530
C -0.840 -20.878 14.502
C 1.835 -18.204 11.527
C 1.465 -17.708 10.136
C 1.264 -22.258 13.881
C -0.605 -16.786 7.166
C 5.517 -16.395 8.891
C -1.656 -13.424 13.376
C -1.085 -21.894 10.801
C 2.756 -13.644 12.998
C 6.379 -20.580 10.756
C 5.633 -18.137 14.011
C 3.269 -18.749 5.321
C -1.311 -11.144 13.648
C 4.635 -17.017 13.701
C 3.881 -20.111 5.046
C 4.723 -15.625 7.843
C -0.188 -15.314 7.229
C 7.778 -20.042 10.799
C 1.225 -17.836 17.935
C 2.692 -23.440 8.733
C 1.203 -24.609 13.588
C 2.585 -12.291 13.667
C 2.966 -22.019 9.249
C -1.764 -15.912 13.163
C 0.523 -15.426 17.253
C 1.544 -16.573 17.153
H -0.545 -21.960 9.853
H -0.882 -16.055 13.779
H 4.780 -21.939 8.607
H 6.297 -21.541 11.270
H 0.733 -21.416 15.772
H 5.070 -18.914 14.542
H 3.211 -22.112 10.313
H 1.439 -15.254 8.201
H 2.068 -21.409 9.159
H -1.013 -19.974 13.904
H 3.358 -11.683 13.175
H 3.639 -23.921 8.479
H 3.399 -16.451 15.016
H 1.350 -16.715 12.667
H 1.150 -22.166 12.786
H -3.812 -23.529 10.518
H 2.151 -24.894 14.065
H 4.025 -17.992 5.091
H 1.491 -16.108 15.202
H 2.186 -19.436 9.285
H 1.380 -18.457 5.204
H 0.279 -15.177 18.288
H 8.124 -19.915 11.834
H 1.821 -16.689 9.994
H 3.605 -21.218 6.609
H -0.819 -13.676 14.053
H -0.626 -15.247 10.844
H -2.272 -11.020 14.168
H -2.879 -21.458 9.639
H 2.899 -17.971 11.654
H 6.373 -17.754 14.716
H 2.712 -13.227 15.356
H 1.144 -24.206 9.683
H 1.271 -19.562 13.575
H -2.558 -13.404 14.000
H -1.193 -10.212 13.099
H 2.636 -13.523 11.918
H 4.435 -16.276 7.017
H 6.469 -16.671 8.427
H -1.288 -18.177 18.941
H 0.876 -14.557 16.694
H 2.110 -18.476 17.906
H 2.054 -23.409 7.847
H -0.922 -20.549 12.188
H -1.378 -16.901 6.405
H 3.733 -14.007 13.322
H 4.940 -19.240 10.762
H 1.071 -17.723 7.667
H 5.445 -14.934 7.386
H 5.842 -19.186 12.351
H -2.698 -15.983 13.735
H 5.090 -16.286 13.028
H 3.833 -14.233 8.841
H 5.741 -15.780 9.770
H 2.349 -22.311 14.040
H 4.975 -20.055 5.169
H -3.132 -21.607 11.382
H 7.926 -19.057 10.344
H 0.848 -17.522 15.527
H 0.429 -15.132 6.343
H -2.538 -14.592 11.697
H 3.900 -17.431 9.215
H 9.549 -20.906 10.548
H 0.390 -17.776 9.952
H 1.291 -24.472 12.508
H 3.004 -18.717 6.384
H -1.976 -16.697 12.431
H 6.086 -20.748 9.718
H 1.634 -11.808 13.414
H 1.696 -19.284 11.566
H 2.525 -16.182 17.432
H -1.056 -17.171 8.088
H -1.101 -14.720 7.140
H -0.415 -15.694 16.759
H -0.780 -22.688 11.485
H 1.199 -19.240 15.132
H 3.729 -17.465 13.286
H -1.352 -21.703 13.994
H 0.550 -25.466 13.772
H -0.437 -13.738 11.041
H -1.332 -20.647 15.446
H 1.101 -17.570 18.994
H -1.813 -18.978 17.470
H -1.450 -17.273 17.423
H -0.506 -11.292 14.372
H 3.823 -20.291 3.964
H 0.955 -14.364 13.111
*
```

Results of the Löwdin charge analysis, in e, for atoms 1 through 5: -0.061 -0.083 -0.065 -0.071 -0.194

***

3.
Computed, not measured: a cluster of 12 separate species, C30H87N3O21 in total, with ωB97M-V/def2-TZVPD.

* SMILES string: COC[C@H](C)N.COC[C@H](C)N.COC[C@H](C)N.OCCO.OCCO.OCCO.OCCO.OCCO.OCCO.OCCO.OCCO.OCCO
* highest occupied orbital energy: -9.2326 eV

The geometry in ORCA input format:
```
! RIJCOSX wB97M-V def2-TZVPD def2/J DEFGRID3
* xyz 0 1
O -0.623 -24.651 -14.652
O 5.315 -21.780 -17.512
O 5.776 -28.638 -14.137
O -1.056 -26.102 -19.565
O 4.680 -24.490 -19.023
O -7.259 -26.259 -19.740
O -1.474 -27.629 -15.756
O 4.179 -28.374 -16.815
O -1.409 -23.212 -11.352
O -3.132 -24.542 -23.343
O 0.167 -30.622 -17.570
O 0.771 -29.614 -14.853
O 3.011 -30.888 -20.213
O 6.182 -30.301 -19.817
O 5.443 -27.151 -19.952
O 1.782 -18.922 -18.083
O -4.296 -28.582 -21.858
O 0.022 -24.629 -21.428
O 4.009 -28.932 -22.106
O -5.202 -30.466 -19.572
O -3.725 -26.036 -15.869
N -10.407 -28.183 -19.871
N -0.742 -20.245 -18.021
N 1.706 -28.449 -18.647
C -4.048 -28.445 -20.431
C -1.931 -25.075 -22.796
C -6.347 -25.818 -18.769
C -10.384 -25.986 -20.732
C -9.507 -27.172 -20.283
C -5.084 -29.055 -19.470
C 5.621 -23.135 -17.089
C 4.610 -24.158 -17.604
C 5.315 -31.168 -19.123
C -1.206 -24.077 -21.867
C -2.733 -28.151 -16.199
C -1.891 -25.540 -18.534
C 3.844 -30.652 -18.999
C -8.393 -26.892 -19.224
C 4.907 -27.855 -22.232
C -0.356 -27.360 -19.355
C -0.939 -23.182 -12.684
C 0.897 -27.262 -18.433
C 4.408 -28.864 -14.297
C 4.720 -26.834 -21.089
C 0.108 -22.128 -19.218
C 1.564 -20.109 -18.890
C 1.486 -30.579 -15.610
C -1.252 -24.554 -13.350
C 0.447 -20.966 -18.316
C 0.457 -31.360 -16.360
C 3.849 -27.995 -15.459
C 2.843 -18.141 -18.583
C -3.774 -27.382 -15.335
C 1.708 -25.979 -18.603
H 4.101 -29.898 -14.454
H 4.713 -23.668 -19.517
H 2.524 -17.567 -19.454
H -1.427 -22.336 -13.168
H -3.858 -27.400 -20.188
H -2.317 -24.783 -13.336
H 0.076 -31.189 -18.340
H -2.165 -25.974 -22.227
H 3.642 -26.753 -20.944
H 1.349 -19.889 -19.936
H 1.939 -25.721 -19.636
H 2.459 -20.731 -18.885
H -0.406 -31.515 -15.712
H -11.229 -26.295 -21.348
H -4.726 -27.903 -15.436
H 0.014 -27.702 -20.322
H -2.755 -26.201 -18.462
H -1.241 -25.334 -23.600
H -8.050 -27.828 -18.783
H 5.677 -29.513 -20.031
H -3.480 -27.327 -14.287
H -9.754 -25.245 -21.224
H 3.611 -23.824 -17.324
H -1.038 -23.127 -22.375
H -6.089 -28.683 -19.669
H 3.447 -28.069 -17.357
H -2.836 -29.225 -16.039
H -1.036 -19.917 -18.930
H -4.472 -25.571 -15.486
H -0.410 -21.612 -20.026
H 6.596 -23.451 -17.459
H -1.000 -28.174 -19.021
H -0.780 -25.315 -12.729
H -5.553 -30.640 -20.448
H -1.572 -26.694 -15.951
H -10.847 -25.552 -19.845
H 2.053 -30.035 -16.367
H 1.982 -28.550 -19.614
H 5.469 -32.119 -19.634
H 4.881 -25.076 -17.082
H 5.726 -31.208 -18.114
H -8.941 -26.322 -18.474
H -0.402 -19.386 -17.613
H 4.319 -27.030 -15.269
H -6.191 -26.547 -17.974
H -3.395 -25.118 -24.065
H 1.138 -29.273 -18.509
H 3.313 -30.264 -20.878
H -1.849 -23.859 -21.015
H 5.368 -26.342 -19.441
H 2.575 -25.987 -17.942
H 5.595 -23.156 -16.000
H 3.977 -29.589 -18.799
H 5.047 -21.763 -18.434
H -3.109 -28.964 -20.237
H 0.476 -28.984 -15.514
H 0.880 -32.350 -16.534
H 0.564 -27.290 -17.395
H -0.179 -25.130 -20.634
H 5.072 -25.852 -21.403
H 3.885 -28.792 -13.343
H -4.461 -29.516 -22.008
H 4.626 -27.422 -23.192
H 2.111 -31.263 -15.036
H -9.879 -28.996 -19.587
H 1.156 -25.157 -18.147
H 5.927 -28.220 -22.352
H 4.071 -29.390 -22.947
H -0.862 -23.854 -15.131
H -3.031 -28.035 -17.240
H 3.666 -18.792 -18.876
H 0.132 -22.979 -12.703
H -8.961 -27.600 -21.123
H -1.151 -22.323 -11.098
H -1.381 -25.427 -17.578
H -4.960 -28.747 -18.431
H -6.797 -24.956 -18.276
H -5.483 -25.482 -19.341
H 6.205 -28.589 -14.995
H 3.174 -17.398 -17.857
H 1.035 -22.493 -19.661
H -10.770 -28.590 -20.721
H 0.727 -21.462 -17.387
H 3.445 -31.122 -18.100
H -2.266 -24.558 -18.824
H -0.397 -22.973 -18.751
H 2.785 -27.853 -15.275
*
```

Results of the Löwdin charge analysis, in e, for atoms 1 through 5: -0.078 -0.071 -0.050 -0.240 -0.080

***

Table of E_tot (a.u.), in record order: -7525.40136, -2939.24814, -2939.21446
Table of energy relative to the best compared isomer or geometry (same formula, charge and spin) (kJ/mol), in record order: 0.0, 259.1, 347.5